[1]
{"formula": "C21H20FN5O3", "method": "ωB97M-V with the def2-TZVPD basis set", "species": ["F", "O", "O", "O", "N", "N", "N", "N", "N", "C", "C", "C", "C", "C", "C", "C", "C", "C", "C", "C", "C", "C", "C", "C", "C", "C", "C", "C", "C", "C", "H", "H", "H", "H", "H", "H", "H", "H", "H", "H", "H", "H", "H", "H", "H", "H", "H", "H", "H", "H"], "positions_angstrom": [[2.523, 3.046, -7.038], [-0.689, 4.988, -3.992], [-2.358, -1.724, 5.210], [2.546, -2.632, 2.265], [-2.123, -2.231, 2.936], [0.975, -0.853, -1.482], [1.803, -1.941, -1.148], [-0.787, 0.501, -0.425], [0.528, -1.312, 0.585], [2.196, -3.193, 0.973], [0.269, -0.802, 2.873], [-3.381, -2.719, 5.299], [1.463, -2.235, 0.099], [-1.635, -1.674, 4.034], [-1.439, 2.275, -1.437], [-0.784, 3.165, -2.560], [2.026, 2.129, -4.885], [-0.509, -0.905, 4.000], [-1.590, 0.779, -1.626], [1.870, 3.127, -5.827], [2.445, -3.460, 3.341], [0.212, 2.854, -3.552], [-0.161, -1.411, 1.768], [0.203, -0.533, -0.515], [-0.477, 1.932, -0.255], [0.102, 3.984, -4.412], [-1.408, -2.080, 1.800], [0.958, 4.209, -5.546], [1.296, 2.007, -3.720], [-1.207, 4.490, -2.828], [-2.324, 2.691, -0.965], [-2.632, 0.569, -1.621], [-2.935, -3.666, 5.188], [-3.734, -2.809, 6.304], [-1.200, 0.284, -2.418], [-2.085, 4.965, -2.480], [1.510, -4.099, 1.084], [3.275, -4.280, 3.421], [1.607, 1.415, -2.924], [1.105, -0.156, 2.988], [-1.689, -2.732, 0.922], [-4.161, -2.649, 4.494], [0.977, 5.105, -6.065], [-0.763, 2.341, 0.688], [2.920, 1.471, -4.991], [1.456, -3.868, 3.285], [0.575, 2.248, -0.556], [3.128, -3.471, 0.611], [2.340, -2.770, 4.180], [-0.236, -0.371, 4.920]], "nbo_charge": [-0.33, -0.41, -0.50, -0.55, -0.47, -0.33, -0.26, -0.46, -0.39, -0.11, -0.15, -0.26, 0.32, 0.50, -0.24, -0.10, -0.29, -0.28, -0.20, 0.40, -0.24, -0.08, 0.05, 0.50, -0.18, 0.29, 0.08, -0.31, -0.20, 0.10, 0.22, 0.19, 0.18, 0.20, 0.21, 0.20, 0.19, 0.17, 0.24, 0.24, 0.21, 0.20, 0.23, 0.19, 0.23, 0.16, 0.19, 0.22, 0.20, 0.23], "smiles": "COCc1nnc(N2CC(c3coc4cc(F)ccc34)C2)n1-c1ccc(OC)nc1"}

[2]
{"formula": "C8H6N2O2", "method": "ωB97M-V with the def2-TZVPD basis set", "species": ["O", "O", "N", "N", "C", "C", "C", "C", "C", "C", "C", "C", "H", "H", "H", "H", "H", "H"], "positions_angstrom": [[2.453, 2.815, 1.277], [3.700, 0.995, 1.209], [0.116, -0.755, -0.142], [0.315, 1.435, 0.160], [-1.855, 0.500, -0.750], [-2.528, -0.601, -1.028], [-1.813, -1.778, -1.034], [1.283, -0.610, 0.498], [-0.502, 0.460, -0.270], [-0.481, -1.911, -0.517], [2.639, 1.530, 1.102], [1.388, 0.789, 0.614], [-2.421, 1.480, -0.498], [0.206, -2.841, -0.264], [1.450, 3.058, 1.175], [-3.587, -0.475, -1.083], [-2.398, -2.707, -1.129], [2.036, -1.388, 0.681]], "nbo_charge": [-0.66, -0.57, -0.31, -0.49, -0.19, -0.24, -0.25, -0.10, 0.30, 0.02, 0.77, 0.00, 0.23, 0.24, 0.52, 0.24, 0.23, 0.24], "smiles": "O=C(O)c1cn2ccccc2n1"}

[3]
{"formula": "C4H8O", "method": "ωB97M-V with the def2-TZVPD basis set", "species": ["O", "C", "C", "C", "C", "H", "H", "H", "H", "H", "H", "H", "H"], "positions_angstrom": [[1.940, 0.396, -0.430], [-0.407, 0.290, -1.004], [-0.002, -0.526, 0.966], [-1.212, 0.196, 0.316], [0.787, -0.443, -0.372], [-1.495, 1.161, 0.753], [-0.863, -0.038, -1.944], [0.083, 1.254, -1.148], [-2.119, -0.417, 0.286], [1.912, 1.061, 0.271], [-0.228, -1.543, 1.306], [1.126, -1.392, -0.793], [0.479, 0.002, 1.794]], "nbo_charge": [-0.72, -0.44, -0.43, -0.41, 0.10, 0.20, 0.21, 0.22, 0.21, 0.46, 0.22, 0.18, 0.20], "smiles": "OC1CCC1"}

[4]
{"formula": "C4H9NO2", "method": "ωB97M-V with the def2-TZVPD basis set", "species": ["O", "O", "N", "C", "C", "C", "C", "H", "H", "H", "H", "H", "H", "H", "H", "H"], "positions_angstrom": [[-1.302, 1.468, 0.824], [1.584, -2.132, -0.003], [2.354, -0.001, 0.008], [0.118, -0.420, 0.868], [1.404, -0.957, 0.260], [-1.607, -0.147, -0.971], [-0.630, 0.563, -0.042], [-1.102, -0.922, -1.557], [0.105, 1.114, -0.651], [-0.513, -1.278, 1.115], [-1.840, 2.054, 0.277], [-2.398, -0.618, -0.377], [0.355, 0.108, 1.799], [2.275, 0.926, 0.395], [-2.072, 0.560, -1.670], [3.268, -0.319, -0.275]], "nbo_charge": [-0.72, -0.60, -0.84, -0.52, 0.68, -0.64, 0.11, 0.23, 0.16, 0.24, 0.47, 0.22, 0.24, 0.39, 0.20, 0.40], "smiles": "C[C@@H](O)CC(N)=O"}

[5]
{"formula": "C28H28MgN4O4", "method": "ωB97M-V with the def2-TZVPD basis set", "species": ["Mg", "O", "O", "O", "O", "N", "N", "N", "N", "C", "C", "C", "C", "C", "C", "C", "C", "C", "C", "C", "C", "C", "C", "C", "C", "C", "C", "C", "C", "C", "C", "C", "C", "C", "C", "C", "C", "H", "H", "H", "H", "H", "H", "H", "H", "H", "H", "H", "H", "H", "H", "H", "H", "H", "H", "H", "H", "H", "H", "H", "H", "H", "H", "H", "H"], "positions_angstrom": [[0.100, 0.401, -0.431], [4.344, -1.288, -1.523], [1.835, -0.479, -0.679], [1.059, 2.264, -0.639], [-1.836, 0.911, -0.212], [0.351, 0.742, 2.031], [-0.782, -1.419, -0.078], [-0.210, 0.381, -2.710], [-2.153, -1.352, 0.205], [2.586, 1.648, 1.818], [1.553, 1.140, 4.056], [-1.449, -0.608, -4.501], [-5.743, 1.716, 0.985], [1.198, -2.786, -0.310], [-3.982, 0.143, 0.497], [1.455, 1.154, 2.671], [-6.169, -0.645, 1.124], [3.780, -3.516, -1.021], [-2.557, -0.100, 0.106], [-0.218, -2.559, -0.011], [-0.673, 0.062, -5.431], [2.118, -1.754, -0.664], [-0.673, 0.306, 2.771], [4.767, -0.269, -0.638], [2.369, 3.065, 1.273], [-4.432, 1.453, 0.608], [0.527, 1.023, -3.616], [0.335, 0.897, -4.980], [1.133, 3.248, 0.419], [-6.613, 0.667, 1.242], [1.601, -4.128, -0.297], [0.484, 0.692, 4.810], [-1.184, -0.418, -3.155], [-0.657, 0.264, 4.154], [3.417, -2.187, -1.039], [2.879, -4.508, -0.641], [-4.860, -0.908, 0.755], [0.542, 0.673, 5.891], [-4.500, -1.924, 0.668], [4.790, -3.760, -1.329], [2.296, 3.777, 2.101], [-1.772, -0.921, -2.396], [-1.522, -0.102, 4.688], [-1.543, -0.042, 2.230], [3.253, 3.359, 0.698], [5.777, 0.012, -0.935], [3.509, 1.641, 2.402], [0.215, 3.123, 0.990], [-0.850, -0.066, -6.492], [2.469, 1.475, 4.527], [0.868, -4.877, -0.020], [-0.822, -3.428, 0.255], [-3.740, 2.255, 0.392], [-7.637, 0.871, 1.531], [4.782, -0.628, 0.396], [-6.083, 2.740, 1.074], [1.122, 4.237, -0.042], [1.954, 1.967, -0.872], [2.731, 0.937, 1.002], [-2.249, -1.269, -4.800], [0.969, 1.443, -5.665], [3.174, -5.548, -0.630], [1.308, 1.666, -3.228], [4.110, 0.600, -0.701], [-6.848, -1.465, 1.319]], "nbo_charge": [1.78, -0.52, -0.96, -0.79, -0.88, -0.52, -0.49, -0.52, -0.48, -0.46, -0.26, -0.24, -0.22, -0.23, -0.05, 0.23, -0.22, -0.22, 0.54, 0.15, -0.16, 0.42, 0.06, -0.23, -0.42, -0.21, 0.07, -0.26, -0.06, -0.21, -0.16, -0.15, 0.05, -0.25, 0.18, -0.28, -0.20, 0.22, 0.24, 0.22, 0.22, 0.22, 0.23, 0.22, 0.21, 0.18, 0.22, 0.20, 0.22, 0.22, 0.20, 0.18, 0.23, 0.21, 0.17, 0.21, 0.18, 0.50, 0.25, 0.22, 0.22, 0.21, 0.19, 0.16, 0.21]}

[6]
{"formula": "C4H8N2P", "method": "ωB97M-V with the def2-TZVPD basis set", "species": ["P", "N", "N", "C", "C", "C", "C", "H", "H", "H", "H", "H", "H", "H", "H"], "positions_angstrom": [[-1.041, -2.859, 0.786], [-1.002, -0.371, 0.019], [-1.689, -1.308, 0.624], [-1.217, 0.992, 0.023], [1.084, -0.246, -1.419], [0.303, -2.223, -0.042], [0.145, -0.907, -0.488], [1.063, -2.867, -0.462], [0.579, 0.662, -1.892], [-2.265, 1.274, 0.269], [-3.192, -0.760, 1.189], [-0.514, 1.455, 0.665], [2.038, 0.042, -0.992], [-1.005, 1.426, -1.007], [1.298, -0.987, -2.173]], "nbo_charge": [1.03, -0.16, -0.60, -0.43, -0.66, -0.68, 0.25, 0.27, 0.24, 0.24, 0.49, 0.24, 0.27, 0.25, 0.26], "total_charge": 1}

HOMO for every record listed, in sequence, given in eV: -8.265 -8.678 -9.983 -9.861 -7.033 -14.236.
Relative energy (zero: lowest compared OMol25 entry of this formula, charge and spin) for every record listed, in sequence, given in kcal per mole: 98.8 33.4 27.5 11.6 0.0 84.6.